(1)
{"formula": "C22H25N5O2Sn", "method": "ωB97M-V/def2-TZVPD", "energy_ev": -40578.6659, "lumo_energy_ev": -8.04, "charge": 2, "homo_ev": -14.159, "mol_weight_g_mol": 510.186, "gap_ha": 0.2249, "species": ["Sn", "C", "N", "C", "C", "C", "C", "C", "C", "C", "N", "C", "C", "C", "C", "C", "C", "N", "C", "C", "H", "H", "H", "H", "H", "H", "H", "H", "H", "H", "H", "H", "H", "H", "H", "H", "H", "H", "H", "H", "O", "N", "N", "O", "C", "C", "C", "C", "C", "C", "H", "H", "H", "H", "H"], "coordinates": [[1.261, 0.129, -0.038], [-2.650, 2.941, -0.573], [-1.470, 3.523, -1.228], [-1.147, 4.861, -0.697], [-0.766, 2.973, -2.183], [0.200, 3.749, -2.921], [0.690, 3.277, -4.083], [0.342, 1.971, -4.605], [-0.469, 1.156, -3.920], [-0.969, 1.551, -2.602], [-1.375, 0.751, -1.686], [-1.714, -0.589, -1.974], [-2.541, -0.867, -3.065], [-2.943, -2.157, -3.353], [-2.502, -3.192, -2.550], [-1.719, -2.929, -1.435], [-1.345, -1.634, -1.102], [-0.627, -1.356, 0.142], [-0.130, -2.581, 0.814], [-1.532, -0.652, 1.091], [-3.339, 3.761, -0.379], [-2.365, 2.492, 0.378], [-3.125, 2.198, -1.200], [-1.655, 5.626, -1.284], [-0.077, 5.035, -0.697], [-1.507, 4.903, 0.327], [0.452, 4.748, -2.604], [1.362, 3.898, -4.662], [0.781, 1.649, -5.539], [-0.662, 0.153, -4.266], [-2.897, -0.042, -3.669], [-3.594, -2.348, -4.195], [-2.786, -4.212, -2.769], [-1.419, -3.761, -0.818], [-0.959, -3.218, 1.126], [0.401, -2.283, 1.714], [0.537, -3.133, 0.156], [-2.387, -1.285, 1.331], [-1.882, 0.271, 0.638], [-0.983, -0.434, 2.008], [2.651, -1.439, 0.021], [3.077, -1.820, 1.190], [2.602, -1.183, 2.158], [1.723, -0.194, 1.982], [2.988, -1.506, 3.517], [2.500, -0.709, 4.538], [2.872, -1.018, 5.839], [3.706, -2.095, 6.091], [4.181, -2.876, 5.045], [3.827, -2.591, 3.738], [1.858, 0.132, 4.327], [2.507, -0.409, 6.654], [3.992, -2.328, 7.108], [4.834, -3.715, 5.244], [4.193, -3.191, 2.920]]}


(2)
{"formula": "C22H25N5O4S2", "method": "ωB97M-V/def2-TZVPD", "energy_ev": -60530.9864, "lumo_energy_ev": 0.01, "charge": 0, "smiles": "COc1ccccc1-n1c(SCC(N)=O)nnc1-c1ccc(S(=O)(=O)N2CCCCC2)cc1", "homo_ev": -8.624, "mol_weight_g_mol": 487.607, "gap_ha": 0.3172, "species": ["C", "H", "O", "C", "C", "C", "C", "C", "C", "N", "C", "N", "N", "C", "C", "C", "C", "C", "C", "C", "H", "H", "S", "O", "O", "N", "C", "C", "C", "C", "C", "H", "H", "H", "H", "H", "H", "H", "H", "H", "H", "H", "H", "S", "C", "H", "H", "C", "O", "N", "H", "H", "H", "H", "H", "H", "H", "H"], "coordinates": [[-2.217, 0.561, -0.606], [-1.481, 1.247, -1.035], [-1.650, -0.227, 0.413], [-1.123, 0.393, 1.501], [-1.135, 1.762, 1.733], [-0.585, 2.279, 2.895], [-0.017, 1.448, 3.842], [0.014, 0.082, 3.622], [-0.526, -0.444, 2.461], [-0.492, -1.832, 2.221], [-1.031, -2.824, 2.989], [-0.914, -3.980, 2.381], [-0.310, -3.768, 1.205], [-0.053, -2.494, 1.094], [0.610, -1.857, -0.030], [0.360, -2.331, -1.318], [0.936, -1.704, -2.407], [1.768, -0.619, -2.202], [2.059, -0.166, -0.930], [1.481, -0.784, 0.162], [1.711, -0.440, 1.159], [2.734, 0.668, -0.816], [2.493, 0.253, -3.587], [3.921, 0.215, -3.484], [1.882, -0.207, -4.803], [2.004, 1.813, -3.206], [0.597, 2.040, -3.444], [0.164, 3.304, -2.705], [1.005, 4.489, -3.175], [2.487, 4.177, -2.983], [2.840, 2.883, -3.712], [2.693, 3.012, -4.795], [3.874, 2.587, -3.533], [3.102, 4.990, -3.369], [2.700, 4.056, -1.920], [0.807, 4.676, -4.232], [0.733, 5.387, -2.616], [-0.896, 3.490, -2.887], [0.316, 3.156, -1.634], [0.396, 2.140, -4.521], [0.059, 1.161, -3.080], [0.749, -2.030, -3.418], [-0.296, -3.178, -1.442], [-1.754, -2.533, 4.537], [-2.107, -4.244, 5.060], [-2.222, -4.184, 6.142], [-1.247, -4.852, 4.789], [-3.399, -4.786, 4.447], [-4.446, -4.788, 5.054], [-3.236, -5.276, 3.208], [-4.045, -5.620, 2.719], [-2.361, -5.133, 2.708], [0.459, -0.583, 4.345], [0.402, 1.856, 4.747], [-0.610, 3.346, 3.057], [-1.581, 2.431, 1.015], [-2.541, -0.144, -1.371], [-3.081, 1.124, -0.242]]}


(3)
{"formula": "C22H25N5O4W", "method": "ωB97M-V/def2-TZVPD", "energy_ev": -40641.9615, "lumo_energy_ev": [-13.87, -13.87], "charge": 4, "homo_ev": [-20.232, -20.232], "mol_weight_g_mol": 607.313, "gap_ha": [0.2337, 0.2336], "species": ["W", "O", "C", "C", "C", "C", "C", "C", "C", "O", "N", "O", "O", "H", "H", "H", "H", "N", "C", "C", "C", "C", "C", "C", "C", "C", "N", "C", "H", "H", "H", "H", "H", "H", "H", "H", "C", "C", "N", "C", "C", "N", "C", "C", "H", "H", "H", "H", "H", "H", "H", "H", "H", "H", "H", "H", "H"], "coordinates": [[-0.181, 0.090, 0.061], [1.870, -0.057, -0.052], [2.761, 0.204, 0.814], [2.474, 0.508, 2.166], [3.545, 0.774, 3.042], [3.270, 1.059, 4.358], [1.979, 1.085, 4.857], [0.893, 0.817, 4.011], [1.166, 0.542, 2.702], [0.106, 0.248, 1.819], [4.412, 1.347, 5.277], [5.507, 1.299, 4.773], [4.119, 1.589, 6.417], [3.799, 0.170, 0.481], [4.576, 0.766, 2.705], [1.827, 1.312, 5.907], [-0.120, 0.827, 4.388], [-2.375, 0.469, 0.218], [-2.712, 1.792, -0.330], [-3.956, 2.369, -0.262], [-4.170, 3.641, -0.826], [-3.145, 4.304, -1.450], [-1.857, 3.717, -1.528], [-0.760, 4.332, -2.157], [0.476, 3.697, -2.193], [0.621, 2.468, -1.593], [-0.408, 1.820, -0.971], [-1.655, 2.447, -0.948], [-2.582, 0.465, 1.223], [-3.026, -0.219, -0.161], [-4.781, 1.858, 0.223], [-5.152, 4.089, -0.762], [-3.306, 5.281, -1.889], [-0.883, 5.307, -2.615], [1.327, 4.159, -2.673], [1.577, 1.962, -1.591], [0.523, -4.246, -0.777], [0.273, -2.913, -0.037], [-0.305, -1.888, -0.981], [0.557, -1.862, -2.221], [0.439, -3.190, -2.997], [-0.204, -4.194, -2.087], [-1.639, -3.824, -1.865], [-1.677, -2.362, -1.370], [0.148, -5.095, -0.208], [1.578, -4.410, -0.990], [1.215, -2.539, 0.360], [-0.431, -3.046, 0.785], [1.583, -1.681, -1.907], [0.236, -1.038, -2.861], [1.417, -3.566, -3.292], [-0.181, -3.103, -3.887], [-0.162, -5.119, -2.528], [-2.053, -4.519, -1.135], [-2.176, -3.948, -2.804], [-2.318, -2.299, -0.493], [-2.062, -1.698, -2.145]]}


(4)
{"formula": "C22H26BaClORhSi", "method": "ωB97M-V/def2-TZVPD", "energy_ev": -49380.7356, "s2": 6.01, "lumo_energy_ev": [4.24, 3.22], "charge": -2, "homo_ev": [2.515, -0.861], "spin_multiplicity": 5, "mol_weight_g_mol": 610.222, "gap_ha": [0.0632, 0.1500], "species": ["Rh", "Cl", "C", "H", "H", "H", "Ba", "C", "C", "C", "H", "H", "H", "H", "H", "H", "H", "H", "O", "Si", "C", "C", "C", "C", "C", "C", "C", "C", "C", "C", "C", "C", "C", "C", "C", "C", "C", "C", "H", "H", "H", "H", "H", "H", "H", "H", "H", "H", "H", "H", "H", "H", "H"], "coordinates": [[0.672, -2.082, 0.463], [-0.941, -2.538, 2.199], [1.766, -3.674, 0.643], [2.711, -3.449, 1.159], [1.991, -4.170, -0.313], [1.160, -4.335, 1.271], [0.297, -2.212, -2.753], [-0.774, -2.724, -5.317], [1.121, -4.863, -2.997], [2.261, -1.573, -0.551], [2.218, -4.980, -2.993], [0.655, -5.587, -2.309], [0.725, -4.997, -4.021], [-0.274, -1.965, -5.935], [-0.589, -3.748, -5.663], [-1.841, -2.514, -5.158], [3.231, -1.763, -0.058], [2.313, -0.649, -1.165], [-0.506, -0.730, -0.736], [-0.451, 0.574, 0.254], [-1.869, 0.636, 1.453], [-1.801, 1.391, 2.632], [-2.932, 1.512, 3.452], [-4.120, 0.869, 3.098], [-4.188, 0.119, 1.916], [-3.061, -0.008, 1.100], [1.063, 0.784, 1.314], [1.148, 0.152, 2.557], [2.316, 0.239, 3.318], [3.371, 1.039, 2.872], [3.261, 1.731, 1.663], [2.106, 1.612, 0.886], [-0.560, 2.151, -0.743], [-0.776, 3.344, -0.046], [-0.847, 4.565, -0.734], [-0.705, 4.580, -2.125], [-0.504, 3.382, -2.828], [-0.433, 2.165, -2.138], [-0.866, 1.874, 2.935], [-2.863, 2.105, 4.366], [-4.996, 0.956, 3.737], [-5.111, -0.384, 1.627], [-3.090, -0.634, 0.205], [0.314, -0.465, 2.911], [2.390, -0.333, 4.247], [4.276, 1.128, 3.476], [4.085, 2.356, 1.309], [2.027, 2.142, -0.067], [-0.905, 3.332, 1.037], [-1.018, 5.490, -0.181], [-0.752, 5.527, -2.668], [-0.409, 3.396, -3.915], [-0.299, 1.227, -2.686]]}